Formula: C27H37N2Si
Source: the Open Molecules 2025 dataset
Level of theory: wB97M-V/def2-TZVPD

Last column: natural (NBO) charge in e.
Geometry (Å):
C1 -1.472 -3.021 1.155  -0.73
C2 -0.212 -2.359 1.525  0.33
N1 0.020 -1.078 1.238  -0.26
C3 1.306 -0.478 1.183  0.11
C4 2.546 -1.088 1.132  -0.19
C5 3.676 -0.255 1.012  -0.19
C6 3.538 1.144 0.949  -0.17
C7 2.273 1.744 0.966  -0.18
C8 1.152 0.920 1.071  -0.05
C9 -0.257 1.200 1.045  0.03
C10 -0.948 -0.036 1.115  0.08
C11 -2.332 -0.088 1.105  -0.20
C12 -3.034 1.131 1.033  -0.19
C13 -2.352 2.358 0.977  -0.17
C14 -0.955 2.403 0.972  -0.19
H1 -1.264 -4.097 1.081  0.26
H2 -2.206 -2.894 1.963  0.29
H3 -1.928 -2.693 0.210  0.27
H4 0.687 -2.961 1.665  0.23
H5 2.614 -2.172 1.177  0.22
H6 4.672 -0.695 0.966  0.24
H7 4.431 1.769 0.877  0.24
H8 2.126 2.822 0.891  0.23
H9 -2.850 -1.042 1.133  0.23
H10 -4.125 1.115 1.010  0.24
H11 -2.925 3.284 0.933  0.24
H12 -0.388 3.332 0.913  0.23
C15 -6.391 -5.479 5.298  -0.60
C16 -5.640 -4.476 4.409  -0.71
C17 -4.643 -5.220 3.522  -0.60
Si1 -4.945 -2.973 5.354  1.93
C18 -5.708 -1.362 4.649  -0.71
C19 -6.730 -1.614 3.531  -0.60
C20 -4.701 -0.296 4.202  -0.58
C21 -5.380 -3.147 7.198  -0.71
C22 -6.375 -2.089 7.699  -0.60
C23 -4.173 -3.239 8.136  -0.60
N2 -3.121 -2.780 5.209  -0.73
C24 -2.449 -1.716 5.820  -0.04
C25 -1.147 -1.645 5.338  -0.31
C26 -0.997 -2.671 4.362  -0.33
C27 -2.196 -3.374 4.345  -0.08
H13 -6.830 -6.270 4.673  0.22
H14 -5.712 -5.960 6.016  0.21
H15 -7.211 -5.005 5.851  0.21
H16 -6.383 -4.019 3.738  0.24
H17 -5.172 -5.981 2.929  0.22
H18 -4.142 -4.549 2.813  0.19
H19 -3.891 -5.741 4.129  0.20
H20 -6.256 -0.951 5.512  0.24
H21 -7.194 -0.664 3.230  0.21
H22 -6.245 -2.045 2.643  0.19
H23 -7.538 -2.284 3.850  0.21
H24 -5.245 0.579 3.815  0.20
H25 -4.062 0.050 5.022  0.22
H26 -4.063 -0.660 3.385  0.19
H27 -5.894 -4.120 7.243  0.24
H28 -6.687 -2.332 8.725  0.22
H29 -5.916 -1.089 7.718  0.20
H30 -7.282 -2.046 7.082  0.21
H31 -4.532 -3.493 9.145  0.21
H32 -3.469 -4.022 7.833  0.21
H33 -3.641 -2.283 8.205  0.20
H34 -2.941 -1.099 6.568  0.22
H35 -0.397 -0.937 5.664  0.23
H36 -0.104 -2.911 3.806  0.20
H37 -2.422 -4.298 3.833  0.22

Cartesian forces, eV/Å:
-0.54 -0.95 0.50
0.74 2.17 -2.52
-0.75 -2.35 1.17
1.05 1.19 -0.06
0.10 0.25 0.04
-0.43 0.14 0.09
-0.18 -0.28 0.02
-0.23 -0.42 0.05
1.23 -0.61 0.03
-1.28 -0.08 0.02
-0.28 1.29 -0.21
-0.15 0.12 -0.05
0.46 -0.04 -0.02
-0.13 -0.33 -0.01
0.13 -0.56 0.04
-0.15 0.27 0.06
0.06 -0.04 -0.20
0.48 0.19 0.27
-0.23 0.24 0.34
0.33 0.17 -0.05
-0.32 0.08 0.04
-0.29 -0.24 -0.02
0.26 -0.28 0.00
-0.11 0.48 0.06
0.36 0.00 0.05
0.15 -0.26 -0.01
-0.34 -0.12 0.04
-0.02 -0.05 -0.08
0.02 0.12 -0.15
-0.12 -0.31 -0.25
0.14 0.25 0.17
0.01 0.00 0.20
-0.08 0.17 0.02
-0.15 0.19 -0.06
0.04 -0.10 -0.13
-0.03 -0.09 0.18
-0.14 -0.10 0.31
0.77 0.10 -0.16
0.57 -0.53 -0.47
-0.82 0.22 0.16
-1.06 -0.27 0.73
0.03 0.48 0.18
0.10 0.16 0.14
-0.20 0.08 -0.11
0.17 -0.15 -0.06
0.18 -0.20 0.16
0.15 0.14 0.14
-0.08 -0.17 0.10
-0.10 0.09 -0.19
0.09 -0.01 -0.33
0.09 -0.21 0.03
-0.16 0.04 0.13
0.14 0.12 -0.14
0.11 -0.13 0.08
-0.11 -0.08 -0.32
0.03 0.01 0.21
0.16 0.30 0.09
0.08 0.10 -0.23
-0.15 -0.18 -0.01
0.16 0.05 0.14
0.17 0.09 -0.17
-0.02 0.22 0.02
-0.04 -0.28 0.03
0.19 -0.20 -0.30
-0.13 -0.06 -0.07
0.07 -0.18 0.26
0.00 0.32 0.07

Summary:
- energy relative to the best compared isomer or geometry (same formula, charge and spin) (kJ/mol) = 19.2
- total energy (eV) = -39451.61582
- charge = +1
- HOMO energy (eV) = -10.729
- Kohn-Sham gap (eV) = 6.00

=====

Formula: C42H46FN6NaO12S2
Source: the Open Molecules 2025 dataset
Level of theory: wB97M-V/def2-TZVPD

Last column: Löwdin charge in e.
Geometry (Å):
Na1 -0.274 -1.087 1.216  0.23
O1 2.159 -0.241 1.683  -0.51
S1 2.788 -1.133 2.703  1.02
C1 2.104 -0.690 4.336  -0.30
C2 2.354 0.726 4.840  -0.22
C3 1.572 1.812 4.090  -0.22
C4 0.129 1.941 4.580  -0.32
S2 -1.074 1.983 3.223  1.00
O2 -0.693 0.832 2.373  -0.50
C5 -0.478 3.451 2.385  -0.38
C6 0.146 3.307 1.157  -0.05
C7 0.517 4.444 0.447  -0.04
C8 0.268 5.701 0.977  -0.07
C9 -0.355 5.833 2.213  -0.09
C10 -0.744 4.705 2.919  -0.10
C11 4.429 -0.433 2.964  -0.38
C12 4.784 0.729 2.301  -0.07
C13 6.054 1.260 2.484  -0.08
C14 6.961 0.627 3.322  -0.10
C15 6.602 -0.548 3.973  -0.09
C16 5.337 -1.085 3.789  -0.09
H1 2.528 -1.439 5.011  0.10
H2 1.050 -0.952 4.205  0.08
H3 3.422 0.951 4.796  0.10
H4 2.088 0.752 5.904  0.11
H5 1.574 1.566 3.027  0.08
H6 2.075 2.774 4.201  0.12
H7 -0.041 2.824 5.201  0.09
H8 -0.185 1.062 5.149  0.09
H9 0.309 2.314 0.758  0.10
H10 0.940 4.334 -0.544  0.08
H11 0.527 6.580 0.402  0.10
H12 -0.568 6.818 2.611  0.10
H13 -1.271 4.801 3.862  0.10
H14 4.053 1.196 1.651  0.11
H15 6.335 2.170 1.968  0.10
H16 7.952 1.042 3.462  0.09
H17 7.313 -1.050 4.618  0.10
H18 5.056 -2.009 4.280  0.11
O3 -1.362 -3.426 3.830  -0.01
C17 -0.525 -3.442 2.917  -0.63
O4 0.440 -2.638 2.750  -0.11
C18 -0.625 -4.577 1.894  -0.03
C19 -0.830 -5.836 2.356  0.05
C20 -0.867 -6.944 1.473  -0.17
C21 -0.725 -6.767 0.120  0.06
C22 -0.568 -5.485 -0.388  -0.06
C23 -0.499 -4.297 0.459  -0.29
O5 -0.360 -3.151 0.016  0.01
N1 -0.442 -5.395 -1.816  -0.32
O6 -0.609 -4.319 -2.387  0.05
O7 -0.168 -6.413 -2.455  0.03
N2 -1.060 -8.270 1.987  -0.38
O8 -1.092 -9.215 1.204  0.01
O9 -1.148 -8.418 3.201  0.03
H19 -0.974 -5.991 3.416  0.12
H20 -0.753 -7.612 -0.549  0.12
C24 -3.838 -2.804 -0.502  -0.03
N3 -3.846 -1.543 -1.229  -0.13
C25 -4.118 -1.672 -2.651  -0.07
C26 -3.091 -0.525 -0.704  -0.50
O10 -2.404 -0.696 0.298  0.05
N4 -3.124 0.690 -1.364  -0.12
C27 -2.180 1.687 -0.883  -0.04
C28 -4.380 1.259 -1.813  -0.06
H21 -4.765 -3.339 -0.722  0.08
H22 -3.769 -2.616 0.566  0.09
H23 -2.985 -3.423 -0.797  0.08
H24 -3.661 -2.588 -3.027  0.08
H25 -3.670 -0.851 -3.202  0.08
H26 -5.196 -1.704 -2.845  0.08
H27 -1.209 1.226 -0.734  0.06
H28 -2.508 2.122 0.070  0.10
H29 -2.081 2.478 -1.627  0.06
H30 -5.124 0.487 -1.986  0.07
H31 -4.230 1.821 -2.736  0.08
H32 -4.776 1.952 -1.058  0.09
F1 -2.925 8.115 -2.651  -0.04
C29 -2.161 6.962 -2.741  -0.33
C30 -2.766 5.760 -3.068  -0.07
C31 -2.011 4.608 -3.159  -0.10
C32 -0.592 4.580 -2.917  -0.39
C33 0.155 3.414 -2.960  -0.10
C34 -0.035 5.867 -2.595  -0.11
C35 -0.799 7.017 -2.513  -0.09
H33 -3.834 5.734 -3.256  0.10
H34 -2.502 3.679 -3.436  0.08
H35 -0.311 2.466 -3.205  0.01
H36 1.230 3.424 -2.822  0.00
H37 1.034 5.934 -2.412  0.09
H38 -0.339 7.968 -2.264  0.10
O11 0.462 -4.957 -5.127  -0.05
C36 0.144 -3.757 -5.780  -0.27
N5 0.617 -2.594 -5.066  0.09
C37 -0.238 -1.852 -4.288  -0.44
O12 -1.448 -1.923 -4.381  0.07
C38 0.445 -0.976 -3.292  -0.11
C39 1.538 -0.177 -3.597  -0.02
C40 2.129 0.553 -2.582  -0.06
C41 1.615 0.438 -1.301  -0.12
N6 0.563 -0.320 -1.000  0.10
C42 -0.017 -1.001 -1.983  -0.05
H39 0.068 -4.957 -4.236  0.04
H40 -0.930 -3.619 -5.915  0.12
H41 0.632 -3.809 -6.754  0.11
H42 1.572 -2.641 -4.745  0.14
H43 1.903 -0.108 -4.616  0.11
H44 2.962 1.215 -2.773  0.10
H45 2.066 0.965 -0.470  0.09
H46 -0.848 -1.640 -1.711  0.11

Cartesian forces, eV/Å:
0.05 -0.09 -0.16
0.00 -0.04 0.02
0.01 0.02 0.03
0.02 -0.01 -0.01
-0.01 0.00 0.00
-0.01 0.00 0.01
0.01 -0.02 -0.01
0.05 0.03 0.05
-0.05 -0.02 -0.05
0.00 -0.01 0.00
0.02 0.03 0.02
-0.05 -0.05 0.01
0.01 0.01 0.00
0.00 0.00 0.00
-0.01 0.00 0.00
0.00 0.00 0.01
-0.01 -0.01 0.00
0.00 0.00 0.00
0.00 0.00 0.00
0.00 0.00 0.00
0.00 0.00 0.00
0.00 0.00 0.00
0.00 0.00 0.00
0.00 0.00 0.00
0.00 0.00 0.00
0.00 0.00 0.00
0.00 0.00 -0.01
0.00 0.00 0.00
0.00 -0.01 0.00
-0.02 -0.02 -0.01
-0.02 -0.03 0.01
-0.02 0.00 -0.01
0.00 0.00 0.00
0.00 0.00 0.00
0.00 0.00 0.00
0.00 0.00 0.00
0.00 0.00 0.00
0.00 0.00 0.00
0.00 0.00 0.00
0.03 -0.06 0.02
0.02 -0.02 0.08
-0.09 0.08 -0.01
-0.01 0.03 -0.03
-0.02 -0.01 -0.01
-0.07 0.03 -0.02
-0.02 0.01 0.00
0.00 -0.02 -0.03
0.00 -0.02 0.00
-0.03 0.09 0.06
0.04 0.08 0.05
0.00 -0.07 0.06
-0.02 -0.01 0.03
0.31 -0.04 0.03
-0.11 0.01 -0.02
-0.11 0.01 0.00
0.00 0.01 0.00
0.00 -0.01 -0.01
0.03 0.03 -0.02
-0.10 -0.10 0.00
0.03 0.09 0.01
0.07 0.03 -0.03
-0.02 0.07 0.01
-0.03 -0.09 0.06
-0.01 0.07 0.04
-0.01 0.00 0.00
0.01 0.00 0.00
0.00 0.00 0.00
0.00 0.00 0.01
0.01 -0.04 -0.01
0.00 0.00 -0.01
0.01 -0.01 -0.02
-0.05 0.05 0.03
0.00 0.01 -0.02
-0.03 -0.05 0.11
0.00 -0.01 0.00
0.00 -0.01 0.00
0.01 0.00 -0.01
0.01 0.00 -0.01
-0.01 0.00 0.01
0.00 0.00 0.01
0.00 0.01 -0.02
0.01 -0.03 0.02
0.03 -0.01 -0.05
0.02 0.04 -0.01
0.01 -0.01 0.02
0.00 0.00 0.00
0.00 0.04 -0.03
0.06 -0.01 -0.01
0.01 0.04 -0.01
0.00 0.02 -0.03
0.00 0.00 -0.01
0.07 0.04 -0.07
0.01 -0.07 0.00
0.03 0.06 0.00
-0.03 -0.13 0.06
-0.01 0.07 -0.03
-0.04 0.04 0.01
0.02 -0.01 -0.04
0.02 0.01 0.02
-0.01 0.04 0.03
0.03 -0.02 -0.05
0.02 -0.03 -0.01
-0.08 -0.01 -0.03
0.00 -0.01 0.01
-0.02 0.00 -0.01
-0.01 -0.01 0.00
0.01 -0.01 0.00
0.00 0.01 -0.03
0.00 0.01 0.00
0.01 0.00 -0.01

Summary:
- energy relative to the best compared isomer or geometry (same formula, charge and spin) (kJ/mol) = 9.1
- total energy (eV) = -106613.96629
- charge = -2
- HOMO energy (eV) = -0.641
- Kohn-Sham gap (eV) = 3.91

=====

Formula: C23H18Cl5CuN4S
Source: the Open Molecules 2025 dataset
Level of theory: wB97M-V/def2-TZVPD

Last column: natural (NBO) charge in e.
Geometry (Å):
Cu1 0.414 -0.337 0.768  0.82
C1 4.426 -0.014 -2.355  -0.40
N1 3.434 1.043 -2.388  -0.39
C2 3.316 2.039 -3.353  -0.07
C3 2.329 2.842 -2.988  -0.09
N2 1.814 2.347 -1.789  -0.40
C4 2.542 1.237 -1.354  0.22
S1 2.577 0.419 0.075  -0.14
C5 0.613 2.844 -1.187  0.38
C6 0.150 4.120 -1.457  -0.32
C7 -1.027 4.519 -0.827  -0.17
C8 -1.665 3.652 0.033  -0.29
C9 -1.097 2.392 0.220  0.09
N3 0.021 2.020 -0.413  -0.42
H1 4.977 0.004 -3.293  0.18
H2 3.942 -0.978 -2.219  0.24
H3 5.105 0.126 -1.513  0.21
H4 3.949 2.080 -4.225  0.21
H5 1.914 3.696 -3.492  0.22
H6 0.688 4.795 -2.111  0.20
H7 -1.426 5.509 -1.008  0.20
H8 -2.572 3.931 0.555  0.21
H9 -1.501 1.635 0.900  0.27
Cl1 -2.564 -0.413 -0.555  -0.05
C10 -1.696 -1.940 -0.342  -0.06
C11 -0.309 -1.874 -0.194  -0.47
C12 0.292 -3.126 -0.195  0.04
Cl2 2.067 -3.169 -0.173  -0.07
C13 -0.394 -4.347 -0.206  -0.13
Cl3 0.452 -5.879 -0.204  -0.02
C14 -1.783 -4.349 -0.241  -0.13
Cl4 -2.674 -5.841 -0.177  -0.01
C15 -2.443 -3.121 -0.328  -0.09
Cl5 -4.192 -3.106 -0.425  -0.02
C16 0.888 2.517 4.091  -0.63
C17 0.431 1.213 4.677  -0.07
C18 0.442 1.017 6.051  -0.25
C19 0.042 -0.191 6.656  -0.42
C20 -0.376 -1.234 5.802  -0.22
C21 -0.404 -1.110 4.420  -0.13
C22 -0.836 -2.246 3.545  -0.62
C23 -0.006 0.143 3.733  0.18
N4 -0.069 0.294 2.420  -1.20
H10 1.273 3.188 4.876  0.16
H11 0.074 3.025 3.565  0.19
H12 1.666 2.349 3.333  0.21
H13 0.775 1.837 6.690  0.16
H14 0.067 -0.318 7.734  0.16
H15 -0.684 -2.183 6.244  0.16
H16 -1.061 -3.143 4.141  0.17
H17 -0.055 -2.486 2.809  0.21
H18 -1.721 -1.975 2.950  0.20

Cartesian forces, eV/Å:
-0.26 -0.43 0.01
-0.12 0.26 -0.04
0.24 -0.18 -0.31
0.94 -0.88 -0.13
-0.77 0.30 0.43
-0.67 0.42 0.10
0.41 0.56 -0.36
0.38 0.17 -0.18
1.36 0.39 -1.00
-0.27 0.81 -0.07
0.51 0.07 -0.42
-0.05 -0.45 0.21
0.04 -0.23 0.33
-1.48 -1.09 1.39
0.01 -0.01 -0.03
-0.09 -0.06 0.00
0.04 0.05 0.03
-0.03 -0.08 0.11
-0.03 -0.10 0.06
-0.05 0.02 0.08
0.01 0.07 -0.03
0.07 -0.05 -0.02
0.16 0.34 -0.06
-0.05 -0.36 0.00
-0.38 -0.25 -0.04
-0.26 -0.17 -0.17
0.16 -0.43 -0.03
-0.25 -0.18 0.04
0.43 0.14 -0.05
-0.05 0.22 0.03
-0.11 0.12 0.01
0.05 0.13 -0.03
-0.01 0.31 -0.07
0.26 0.03 0.00
0.11 -0.09 0.01
-0.19 -0.54 -0.13
-0.18 -0.32 -0.27
-0.03 0.02 -0.32
0.15 0.34 -0.26
0.25 0.45 0.25
-0.05 -0.10 -0.01
-0.17 -0.03 -0.58
0.14 0.71 1.85
-0.05 -0.11 -0.13
-0.06 0.05 -0.09
-0.10 0.04 0.07
0.02 0.01 -0.04
-0.01 0.01 -0.05
0.00 0.00 -0.03
0.02 0.12 -0.09
-0.09 0.01 0.05
0.12 -0.03 0.03

Summary:
- energy relative to the best compared isomer or geometry (same formula, charge and spin) (kJ/mol) = 156.7
- total energy (eV) = -148188.63949
- charge = -2
- HOMO energy (eV) = 1.253
- Kohn-Sham gap (eV) = 2.87

=====

Formula: C23H21N7O4PtS2
Source: the Open Molecules 2025 dataset
Level of theory: wB97M-V/def2-TZVPD

Last column: natural (NBO) charge in e.
Geometry (Å):
Pt1 0.108 0.057 -0.179  1.56
C1 -1.832 0.453 2.186  -0.28
N1 -0.885 1.358 1.520  -0.59
C2 0.153 1.991 2.335  -0.28
C3 1.436 1.273 2.139  0.43
N2 1.555 0.354 1.211  -0.45
C4 2.827 -0.217 1.325  0.05
C5 3.443 -1.297 0.697  -0.17
C6 4.728 -1.604 1.095  -0.19
C7 5.391 -0.881 2.097  -0.17
C8 4.774 0.162 2.757  -0.23
C9 3.480 0.466 2.354  0.18
N3 2.564 1.397 2.843  -0.50
C10 -1.501 -0.986 1.937  0.43
N4 -0.512 -1.429 1.163  -0.55
C11 -0.605 -2.822 1.138  0.16
C12 0.217 -3.790 0.570  -0.24
C13 -0.125 -5.108 0.790  -0.17
C14 -1.232 -5.470 1.572  -0.17
C15 -2.021 -4.519 2.184  -0.21
C16 -1.675 -3.195 1.950  0.10
N5 -2.204 -2.004 2.438  -0.48
H1 -2.832 0.646 1.801  0.29
H2 -1.840 0.627 3.265  0.24
H3 -1.346 2.020 0.907  0.46
H4 -0.104 1.974 3.397  0.25
H5 0.254 3.037 2.044  0.26
H6 2.949 -1.898 -0.051  0.22
H7 5.234 -2.438 0.628  0.24
H8 6.397 -1.162 2.373  0.25
H9 5.264 0.703 3.554  0.25
H10 2.705 2.029 3.616  0.45
H11 1.097 -3.536 -0.002  0.23
H12 0.488 -5.888 0.358  0.24
H13 -1.455 -6.518 1.715  0.25
H14 -2.855 -4.788 2.817  0.25
H15 -3.003 -1.911 3.047  0.45
O1 -2.245 1.651 -2.820  -0.82
S1 -1.668 0.990 -1.725  2.53
O2 -2.421 0.772 -0.502  -1.01
O3 -0.282 1.705 -1.212  -0.90
O4 -0.959 -0.332 -1.987  -0.87
N6 2.497 1.866 -1.275  -0.79
C17 2.479 0.618 -1.774  0.30
N7 1.566 -0.300 -1.490  -0.46
C18 1.732 -1.492 -2.219  0.06
C19 0.857 -2.563 -2.308  -0.23
C20 1.244 -3.653 -3.071  -0.17
C21 2.461 -3.674 -3.748  -0.18
C22 3.312 -2.585 -3.704  -0.22
C23 2.921 -1.494 -2.941  -0.14
S2 3.732 0.041 -2.805  0.49
H16 1.601 2.309 -1.126  0.44
H17 3.224 2.481 -1.606  0.43
H18 -0.119 -2.542 -1.845  0.25
H19 0.568 -4.492 -3.162  0.24
H20 2.731 -4.537 -4.342  0.25
H21 4.238 -2.575 -4.263  0.25

Cartesian forces, eV/Å:
1.34 0.12 0.58
-0.15 0.04 0.33
0.17 -1.16 -0.65
-0.07 0.29 0.17
0.10 0.07 0.06
-0.25 0.10 -0.19
0.17 -0.03 0.16
0.08 0.01 0.02
-0.01 -0.02 -0.02
0.00 0.02 0.03
-0.01 -0.01 -0.01
-0.04 -0.01 -0.02
-0.10 -0.04 -0.04
0.03 -0.12 -0.02
-0.02 0.00 -0.57
0.19 -0.24 0.22
0.01 -0.09 0.06
0.05 0.00 -0.04
-0.03 0.02 0.02
0.02 -0.01 -0.01
0.04 0.02 -0.03
-0.04 0.13 0.02
-0.01 0.03 0.01
-0.05 0.08 -0.02
-0.28 -0.04 0.14
-0.10 0.05 -0.02
-0.01 0.02 -0.01
-0.05 0.03 -0.06
0.01 0.00 0.01
0.00 0.00 0.00
0.01 0.00 0.00
0.03 -0.01 0.01
-0.04 0.03 0.00
0.00 -0.01 0.01
-0.01 0.00 0.01
0.00 -0.01 -0.01
0.00 -0.04 0.00
0.20 0.05 -0.11
0.18 0.08 0.22
-0.86 0.72 -0.35
-0.17 0.56 -0.38
-0.49 -0.21 0.94
0.13 -0.04 0.03
0.13 0.00 0.08
-0.07 -0.26 -0.31
0.01 -0.05 -0.13
0.01 -0.10 -0.08
-0.11 0.02 0.03
0.06 0.01 -0.03
-0.01 -0.02 0.00
0.05 -0.08 -0.04
-0.03 0.07 0.03
-0.08 0.02 -0.06
0.01 -0.01 -0.02
0.05 0.01 0.05
0.01 -0.01 0.00
0.00 0.00 0.00
0.00 0.01 0.00

Summary:
- energy relative to the best compared isomer or geometry (same formula, charge and spin) (kJ/mol) = 163.7
- total energy (eV) = -67715.87447
- charge = +2
- HOMO energy (eV) = -14.423
- Kohn-Sham gap (eV) = 6.64

=====

What is the formula in the second record?
C42H46FN6NaO12S2